This record from OMol25 describes the ion C3H4NO2S with charge -1. The level of theory is ωB97M-V/def2-TZVPD.

Properties
energy above the lowest of the compared OMol25 structures with the same formula, charge and spin	74.4	kJ/mol
energy	-19596.5142	eV
highest occupied orbital energy	-3.813	eV
total charge	-1
HOMO-LUMO gap	7.70	eV
multiplicity	1

Element x y z (Å)
C (-1.8143, -0.1439, 0.4955)
C (-0.4210, 0.2443, 0.6908)
C (0.3193, 0.3625, -0.6705)
N (-2.9662, -0.2175, 0.3240)
O (2.6692, 1.2994, 0.2806)
O (1.8508, -1.0212, 0.9351)
S (2.1399, -0.0351, -0.2115)
H (-0.2819, 1.1510, 1.3566)
H (0.1776, -0.6623, 1.1563)
H (0.5517, 1.3415, -1.1479)
H (0.2260, -0.3730, -1.4449)

Forces on atoms 1 to 3 (eV/Å):
-1.8 1.3 0.0
0.8 -1.1 -0.5
2.2 1.2 0.9

***

This record from OMol25 describes a cluster of 10 separate species, C37H103N11O10 in total. The level of theory is ωB97M-V/def2-TZVPD.

Properties
energy above the lowest of the compared OMol25 structures with the same formula, charge and spin	653.8	kJ/mol
energy	-76895.8447	eV
SMILES string	COC[C@H](C)N.COC[C@H](C)N.COC[C@H](C)N.COC[C@H](C)N.COC[C@H](C)N.COC[C@H](C)N.COC[C@H](C)N.COC[C@H](C)N.COC[C@H](C)N.NC(N)=O
highest occupied orbital energy	-8.925	eV
HOMO-LUMO gap	9.02	eV
multiplicity	1

Element x y z (Å)
C (0.1137, 0.1208, 0.9935)
O (-0.5639, -0.8094, 0.5708)
N (-0.3279, 1.2794, 1.1101)
N (1.3597, 0.1276, 1.3887)
H (-1.2920, 1.3740, 0.8246)
H (0.2484, 2.0907, 1.2825)
H (1.8646, -0.7413, 1.4891)
H (1.6817, 1.0015, 1.7795)
C (-10.8023, -1.2360, -2.7866)
C (-9.6435, -2.1502, -2.3076)
C (-9.2808, -1.9492, -0.8443)
O (-8.4539, -2.9530, -0.2916)
C (-7.3602, -2.4583, 0.4150)
N (-10.0896, -3.5202, -2.4586)
H (-11.7219, -1.3412, -2.2108)
H (-11.1020, -1.4780, -3.8062)
H (-10.4176, -0.2197, -2.7015)
H (-8.7236, -2.0478, -2.8832)
H (-10.2524, -1.9707, -0.3508)
H (-8.9404, -0.9563, -0.5505)
H (-6.6541, -3.1969, 0.7943)
H (-7.8556, -2.0715, 1.3056)
H (-6.8461, -1.6237, -0.0617)
H (-9.4236, -4.2185, -2.1603)
H (-10.8053, -3.7230, -1.7754)
C (4.0862, 5.5545, -0.2936)
C (4.7119, 4.6218, 0.7408)
C (6.0586, 5.1931, 1.3136)
O (6.9821, 5.2174, 0.1716)
C (7.8037, 4.0883, 0.0586)
N (3.7547, 4.3926, 1.8815)
H (3.2777, 5.0375, -0.8105)
H (4.8702, 5.8036, -1.0087)
H (3.6223, 6.4849, 0.0340)
H (4.8652, 3.6840, 0.2069)
H (6.3512, 4.6741, 2.2264)
H (5.8637, 6.1789, 1.7359)
H (8.6076, 4.0132, 0.7909)
H (8.3424, 4.1605, -0.8863)
H (7.2553, 3.1530, -0.0535)
H (3.3340, 5.2316, 2.2546)
H (4.1694, 3.9654, 2.6974)
C (-1.8499, 10.0513, 2.0374)
C (-1.5849, 8.6735, 2.8380)
C (-1.8700, 7.4299, 1.8988)
O (-3.2272, 7.3877, 1.3457)
C (-4.3100, 7.2925, 2.2452)
N (-0.2340, 8.6965, 3.4142)
H (-1.2942, 9.9604, 1.1041)
H (-1.4290, 10.8565, 2.6395)
H (-2.8713, 10.1758, 1.6777)
H (-2.2698, 8.6778, 3.6859)
H (-1.6873, 6.4711, 2.3840)
H (-1.1977, 7.5144, 1.0449)
H (-4.0709, 6.4849, 2.9370)
H (-5.1084, 6.9837, 1.5705)
H (-4.5973, 8.2254, 2.7301)
H (0.1018, 9.6100, 3.1444)
H (-0.3342, 8.8839, 4.4016)
C (7.9398, 0.5726, -7.3502)
C (6.5715, -0.0231, -7.1025)
C (5.5814, 0.9239, -6.2784)
O (4.4964, 0.1195, -5.7843)
C (3.5365, 0.8029, -4.9087)
N (6.0292, -0.3316, -8.4046)
H (8.5408, -0.1838, -7.8549)
H (8.4175, 0.8073, -6.3990)
H (7.8195, 1.5004, -7.9095)
H (6.5168, -0.9761, -6.5763)
H (5.1671, 1.7559, -6.8479)
H (6.1117, 1.3878, -5.4467)
H (2.8753, 1.4046, -5.5322)
H (4.0931, 1.4622, -4.2427)
H (2.9820, 0.1118, -4.2739)
H (5.0610, -0.6014, -8.3055)
H (5.9042, 0.5927, -8.7921)
C (-3.7430, -9.7325, 3.7605)
C (-2.8865, -8.8598, 4.6213)
C (-2.7652, -7.3956, 4.0159)
O (-2.1334, -6.5852, 4.9653)
C (-1.9250, -5.2504, 4.6029)
N (-3.6001, -8.8417, 5.9465)
H (-4.8186, -9.5683, 3.8257)
H (-3.6882, -10.8033, 3.9567)
H (-3.3878, -9.6763, 2.7316)
H (-1.8354, -9.1478, 4.6395)
H (-3.7980, -7.1007, 3.8300)
H (-2.1713, -7.3517, 3.1030)
H (-1.6711, -4.7662, 5.5459)
H (-2.8020, -4.8261, 4.1141)
H (-1.0424, -5.2585, 3.9633)
H (-4.5778, -8.6774, 5.7538)
H (-3.3217, -8.1134, 6.5885)
C (-3.4064, 3.5567, -3.9762)
C (-4.4689, 2.9460, -4.8542)
C (-5.3090, 4.0900, -5.5134)
O (-5.8381, 3.7852, -6.7947)
C (-7.0012, 2.8993, -6.8140)
N (-3.6746, 2.2189, -5.8388)
H (-3.9687, 4.0195, -3.1651)
H (-2.8545, 4.3545, -4.4730)
H (-2.6891, 2.8107, -3.6339)
H (-5.1919, 2.2116, -4.4993)
H (-4.7504, 5.0021, -5.7237)
H (-6.0967, 4.4832, -4.8707)
H (-7.8364, 3.2227, -6.1928)
H (-6.7801, 1.8625, -6.5605)
H (-7.3469, 2.9303, -7.8473)
H (-3.5506, 1.2903, -5.4616)
H (-4.2240, 2.1452, -6.6831)
C (3.9433, -0.1485, 6.5678)
C (4.2208, 0.3826, 7.9792)
C (5.0348, 1.7218, 7.9991)
O (6.1618, 1.6422, 7.2477)
C (7.2786, 2.4967, 7.5242)
N (3.0153, 0.4969, 8.7354)
H (3.5534, -1.1634, 6.6460)
H (4.8621, -0.0853, 5.9849)
H (3.2349, 0.4611, 6.0068)
H (4.7913, -0.3910, 8.4932)
H (5.2896, 1.7972, 9.0562)
H (4.3776, 2.5744, 7.8285)
H (6.9120, 3.4208, 7.9710)
H (7.8838, 2.6491, 6.6306)
H (7.9370, 1.9901, 8.2299)
H (2.6916, -0.4029, 9.0606)
H (2.9848, 1.0216, 9.5978)
C (-4.4528, -4.4454, -5.2268)
C (-3.8785, -4.3606, -3.7679)
C (-3.2112, -5.6427, -3.2407)
O (-4.0092, -6.7985, -3.3716)
C (-5.0794, -6.8971, -2.3504)
N (-2.9495, -3.2222, -3.7077)
H (-5.4337, -4.9206, -5.2124)
H (-3.7681, -5.0634, -5.8076)
H (-4.4899, -3.4324, -5.6277)
H (-4.7203, -4.1342, -3.1136)
H (-2.7847, -5.6004, -2.2385)
H (-2.3724, -5.7074, -3.9337)
H (-5.5052, -7.8686, -2.0997)
H (-5.9385, -6.3344, -2.7157)
H (-4.7915, -6.5438, -1.3603)
H (-2.1071, -3.3609, -4.2474)
H (-2.5651, -3.1179, -2.7795)
C (7.8929, -2.2124, -0.1017)
C (7.8212, -2.3081, 1.4554)
C (6.8367, -3.5023, 1.7713)
O (5.5979, -3.3709, 1.1440)
C (4.8227, -4.5662, 1.2294)
N (9.0710, -2.5680, 2.0309)
H (7.1536, -1.5737, -0.5851)
H (7.9508, -3.2378, -0.4668)
H (8.7362, -1.7279, -0.5938)
H (7.5182, -1.3421, 1.8594)
H (6.5999, -3.7211, 2.8125)
H (7.3777, -4.4195, 1.5386)
H (3.8688, -4.4903, 0.7074)
H (4.6925, -4.7974, 2.2866)
H (5.4310, -5.3224, 0.7333)
H (9.4453, -3.3805, 1.5621)
H (9.7449, -1.8305, 1.8824)

Forces on atoms 1 to 3 (eV/Å):
0.3 -5.0 -1.1
0.2 -0.8 0.0
-4.8 7.4 0.1

***

This record from OMol25 describes a cluster of 3 separate species, C19H38BN6O3 in total. The level of theory is ωB97M-V/def2-TZVPD.

Properties
energy above the lowest of the compared OMol25 structures with the same formula, charge and spin	714.9	kJ/mol
energy	-36063.1125	eV
highest occupied orbital energy	-11.707	eV
total charge	+1
HOMO-LUMO gap	8.37	eV
multiplicity	1

Element x y z (Å)
C (0.2802, 4.0915, 0.6200)
C (0.2642, 4.1826, -0.8775)
C (1.2839, 3.2960, -1.8744)
N (1.3677, 1.8904, -1.2414)
O (2.4121, 1.5324, -0.4309)
C (0.3618, 0.9766, -1.4358)
N (-0.9210, 1.0742, -2.2868)
C (-1.9669, 0.7640, -1.2121)
O (-3.3586, 0.5158, -1.6154)
C (-4.1210, 1.7576, -1.2556)
C (-5.7496, 1.6006, -1.5974)
C (-6.5788, 2.3082, -0.3336)
C (-6.5615, 1.3165, 1.0127)
C (-1.2065, -0.2460, -0.1702)
N (-0.9678, 0.6920, 1.0316)
B (-1.8352, -1.7251, 0.1718)
C (-3.4259, -2.1387, 0.2028)
O (-0.8581, -2.8038, 0.5355)
N (0.1741, -0.4361, -0.8473)
H (1.2642, 4.3098, 1.2390)
H (-0.6833, 3.8470, 1.2614)
H (-0.4995, 4.9449, -1.3456)
H (2.3335, 3.8324, -1.8165)
H (0.8233, 3.2834, -2.9478)
H (1.9928, 1.5601, 0.4920)
H (-1.0557, 2.0354, -2.7221)
H (-1.9795, 1.8044, -0.6268)
H (-3.7388, 2.6976, -1.8585)
H (-4.0841, 1.9772, -0.0865)
H (-6.0244, 0.4670, -1.7295)
H (-6.0376, 2.1821, -2.5723)
H (-7.6838, 2.5842, -0.6041)
H (-5.9889, 3.2864, -0.0747)
H (-7.5050, 0.6133, 1.0539)
H (-5.5491, 0.7084, 0.9497)
H (-6.4796, 1.9943, 1.9904)
H (-0.2328, 0.2613, 1.6345)
H (-1.9021, 0.7260, 1.4991)
H (-4.1403, -1.2452, 0.4506)
H (-3.7202, -2.7229, -0.7882)
H (-3.5432, -2.9387, 1.0809)
H (-0.2851, -3.0405, -0.2545)
H (0.9371, -0.7752, -0.2204)
C (3.3227, -6.1174, -2.4481)
C (3.6417, -5.2146, -1.2628)
C (2.4007, -4.5297, -0.6886)
C (1.7652, -3.6301, -1.6593)
N (1.2620, -2.9321, -2.4391)
H (2.8923, -5.5503, -3.2793)
H (4.2363, -6.6003, -2.8125)
H (2.6135, -6.9004, -2.1620)
H (4.3801, -4.4634, -1.5687)
H (4.1085, -5.8190, -0.4759)
H (2.6907, -3.9542, 0.1987)
H (1.6809, -5.2854, -0.3551)
C (5.0657, 1.5825, 4.2379)
C (5.7088, 0.5410, 3.3305)
C (5.1211, 0.5413, 1.9185)
C (3.6963, 0.1874, 1.9112)
N (2.5662, -0.0795, 1.9178)
H (3.9954, 1.3946, 4.3679)
H (5.5306, 1.5588, 5.2299)
H (5.1908, 2.5888, 3.8262)
H (5.5995, -0.4514, 3.7847)
H (6.7840, 0.7460, 3.2665)
H (5.6737, -0.1791, 1.3034)
H (5.2624, 1.5254, 1.4583)

Forces on atoms 1 to 3 (eV/Å):
0.4 0.3 -2.8
-0.3 -0.2 3.1
0.0 2.3 1.8

***

This record from OMol25 describes a structure of composition C20H40CdO3SSi. The level of theory is ωB97M-V/def2-TZVPD.

Properties
energy above the lowest of the compared OMol25 structures with the same formula, charge and spin	302.5	kJ/mol
energy	-50810.2237	eV
highest occupied orbital energy	-7.786	eV
HOMO-LUMO gap	6.58	eV
multiplicity	1

Element x y z (Å)
C (-0.6088, -2.3941, -3.6591)
C (1.6679, -5.0742, -3.8428)
C (0.5186, -1.6495, -4.0132)
H (-1.4944, -2.2004, -4.2857)
C (2.4362, -4.4102, -2.9598)
H (2.0001, -6.0484, -4.2389)
H (0.3780, -0.6028, -4.3014)
H (3.3546, -4.8518, -2.5138)
C (1.9151, -2.0215, -3.7513)
H (2.3821, -1.0493, -3.4894)
H (2.4757, -2.3812, -4.6353)
C (-0.5655, -3.8739, -3.3340)
H (-1.5684, -4.3337, -3.3858)
H (-0.2356, -4.0349, -2.3056)
C (0.3309, -4.5961, -4.3560)
H (0.4860, -3.9369, -5.2125)
H (-0.2060, -5.4763, -4.7166)
C (2.1666, -2.9780, -2.5339)
H (3.0652, -2.6088, -2.0017)
H (1.3100, -2.9004, -1.8376)
Cd (-2.5482, -1.9291, -0.6314)
H (-1.3518, -1.6803, -2.0472)
C (1.5846, 2.1997, -1.4590)
C (1.4081, 1.6660, -0.0406)
C (2.5639, 0.7415, 0.3072)
C (1.3972, 2.8344, 0.9298)
O (0.1667, 0.9084, 0.0023)
Si (-0.7184, 0.6812, 1.3867)
S (-2.1281, -0.8480, 1.5463)
O (0.4217, 0.4489, 2.5810)
C (0.2048, 0.2998, 3.9887)
C (-0.5079, -1.0055, 4.3010)
C (1.5906, 0.2402, 4.6246)
C (-0.6094, 1.4618, 4.5322)
O (-1.5128, 2.1079, 1.6698)
C (-2.5731, 2.7492, 0.9277)
C (-3.8362, 1.8967, 0.9056)
C (-2.8632, 4.0312, 1.7018)
C (-2.1345, 3.0718, -0.4979)
H (2.5234, 2.7673, -1.5132)
H (0.7740, 2.8820, -1.7459)
H (1.6421, 1.3919, -2.1992)
H (3.5058, 1.3050, 0.2518)
H (2.4480, 0.3536, 1.3252)
H (2.6169, -0.0964, -0.3987)
H (0.5523, 3.5074, 0.7456)
H (1.3746, 2.4885, 1.9703)
H (2.3217, 3.4159, 0.7875)
H (0.0159, -1.8418, 3.8270)
H (-0.5326, -1.1512, 5.3901)
H (-1.5524, -1.0119, 3.9638)
H (2.1526, 1.1641, 4.4446)
H (1.4938, 0.0913, 5.7068)
H (2.1580, -0.6006, 4.2046)
H (-0.1289, 2.4219, 4.3147)
H (-1.6288, 1.4722, 4.1302)
H (-0.6797, 1.3542, 5.6233)
H (-4.1630, 1.6720, 1.9273)
H (-4.6360, 2.4588, 0.3993)
H (-3.7035, 0.9476, 0.3737)
H (-1.9601, 4.6474, 1.7754)
H (-3.6498, 4.6115, 1.2022)
H (-3.1966, 3.7831, 2.7184)
H (-1.2433, 3.7106, -0.4955)
H (-1.9326, 2.1661, -1.0828)
H (-2.9347, 3.6360, -1.0012)

Forces on atoms 1 to 3 (eV/Å):
1.5 0.5 -2.8
0.7 -0.1 0.6
-2.8 -0.9 1.1

***

Look up the multiplicity of the first one. 1